Arrangement P

Below is one molecule with the formula C26H30N4O4, with properties calculated with ωB97M-V with the def2-TZVPD basis set.

Properties
SMILES   C[C@H](NC(=O)c1nc[nH]c1C(=O)N[C@@H](Cc1ccccc1)C(=O)OC(C)(C)C)c1ccccc1
Kohn-Sham gap   9.7 eV
HOMO   -0.32966 Eh

Atoms and positions in Å:
C 0.745 1.171 -4.885
C 1.551 0.858 -3.621
N 1.101 1.687 -2.524
C 0.566 1.210 -1.394
O 0.379 0.014 -1.183
C 0.207 2.279 -0.447
N 0.459 3.583 -0.776
C 0.024 4.302 0.220
N -0.505 3.535 1.192
C -0.402 2.233 0.797
C -0.952 1.198 1.700
O -1.560 1.537 2.707
N -0.734 -0.064 1.319
C -1.285 -1.183 2.029
C -2.087 -2.081 1.065
C -3.192 -1.278 0.443
C -4.426 -1.170 1.071
C -5.424 -0.380 0.531
C -5.197 0.319 -0.642
C -3.969 0.220 -1.273
C -2.972 -0.575 -0.736
C -0.173 -1.993 2.701
O 0.999 -1.785 2.532
O -0.707 -2.933 3.468
C 0.122 -3.861 4.218
C 0.988 -3.099 5.219
C 0.980 -4.687 3.261
C -0.885 -4.752 4.945
C 3.030 1.048 -3.868
C 3.558 2.315 -4.081
C 4.910 2.482 -4.323
C 5.751 1.383 -4.358
C 5.234 0.117 -4.146
C 3.882 -0.048 -3.901
H 0.894 2.206 -5.185
H -0.314 1.007 -4.704
H 1.067 0.525 -5.698
H 1.360 -0.175 -3.313
H 1.213 2.691 -2.577
H 0.079 5.372 0.267
H -0.928 3.798 2.070
H -0.224 -0.242 0.448
H -1.945 -0.788 2.811
H -1.407 -2.450 0.294
H -2.486 -2.925 1.628
H -4.604 -1.709 1.991
H -6.381 -0.306 1.028
H -5.975 0.940 -1.062
H -3.786 0.766 -2.188
H -2.015 -0.648 -1.229
H 1.532 -3.803 5.843
H 1.701 -2.466 4.698
H 0.363 -2.474 5.853
H 1.528 -5.440 3.820
H 1.689 -4.049 2.741
H 0.349 -5.183 2.526
H -1.519 -4.148 5.589
H -1.515 -5.268 4.226
H -0.363 -5.487 5.551
H 2.913 3.182 -4.059
H 5.308 3.473 -4.485
H 6.806 1.514 -4.547
H 5.885 -0.744 -4.170
H 3.483 -1.038 -3.731

=====

Arrangement Q

Below is one molecule with the formula C26H30N4O4, with properties calculated with ωB97M-V with the def2-TZVPD basis set.

Properties
SMILES   O=C1[C@H]2CCCC[C@H]2C(=O)N1c1ccc(NC2CCN(Cc3ccccc3)CC2)c([N+](=O)[O-])c1
Kohn-Sham gap   7.8 eV
HOMO   -0.29830 Eh

Atoms and positions in Å:
O -4.660 0.631 1.958
C -5.118 0.194 0.937
C -6.575 0.126 0.519
C -7.439 1.267 1.050
C -7.240 2.556 0.261
C -7.465 2.295 -1.224
C -6.412 1.319 -1.733
C -6.492 -0.032 -1.000
C -5.148 -0.702 -1.203
O -4.754 -1.293 -2.170
N -4.387 -0.418 -0.074
C -3.012 -0.737 0.044
C -2.111 0.212 0.541
C -0.784 -0.095 0.672
C -0.265 -1.361 0.318
N 1.029 -1.671 0.482
C 2.075 -0.847 1.040
C 2.763 -0.006 -0.043
C 3.945 0.765 0.566
N 4.907 -0.079 1.243
C 5.782 -0.813 0.344
C 6.702 0.130 -0.387
C 6.920 0.007 -1.752
C 7.784 0.869 -2.406
C 8.433 1.867 -1.702
C 8.216 2.000 -0.340
C 7.358 1.135 0.313
C 4.263 -0.887 2.254
C 3.111 -1.748 1.715
C -1.196 -2.303 -0.202
N -0.828 -3.612 -0.595
O -1.705 -4.395 -0.905
O 0.364 -3.923 -0.606
C -2.551 -1.978 -0.325
H -6.946 -0.812 0.954
H -7.187 1.426 2.100
H -8.489 0.971 0.991
H -7.937 3.313 0.623
H -6.226 2.930 0.417
H -7.393 3.227 -1.786
H -8.463 1.881 -1.379
H -6.524 1.144 -2.804
H -5.423 1.759 -1.572
H -7.305 -0.629 -1.414
H -2.468 1.188 0.828
H -0.111 0.658 1.048
H 1.306 -2.585 0.131
H 1.647 -0.182 1.800
H 2.053 0.696 -0.484
H 3.116 -0.667 -0.836
H 4.466 1.325 -0.213
H 3.563 1.481 1.302
H 6.390 -1.484 0.959
H 5.240 -1.433 -0.387
H 6.415 -0.770 -2.309
H 7.948 0.761 -3.468
H 9.106 2.541 -2.212
H 8.720 2.779 0.214
H 7.178 1.232 1.373
H 5.015 -1.523 2.727
H 3.871 -0.204 3.016
H 3.495 -2.468 0.990
H 2.649 -2.303 2.533
H -3.217 -2.724 -0.728

=====

Arrangement R

Below is one molecule with the formula C26H30N4O4, with properties calculated with ωB97M-V with the def2-TZVPD basis set.

Properties
SMILES   CCCN(C(=O)C(=O)Nc1ccc2nc3n(c(=O)c2c1)CCCCC3)c1ccc(OCC)cc1
Kohn-Sham gap   8.6 eV
HOMO   -0.30206 Eh

Atoms and positions in Å:
C 0.537 -3.406 -4.821
C -0.751 -2.654 -5.132
C -0.938 -1.437 -4.225
N -1.085 -1.845 -2.832
C -2.298 -2.331 -2.470
O -3.253 -2.340 -3.222
C -2.430 -2.983 -1.094
O -2.564 -4.185 -1.006
N -2.471 -2.191 0.012
C -2.054 -0.859 0.125
C -2.470 0.122 -0.785
C -1.976 1.401 -0.700
C -1.044 1.736 0.290
N -0.500 2.987 0.320
C 0.378 3.269 1.217
N 0.807 2.395 2.177
C 0.306 1.095 2.258
O 0.689 0.323 3.119
C -0.674 0.764 1.233
C -1.196 -0.522 1.156
C 1.794 2.777 3.170
C 1.270 3.819 4.158
C 1.365 5.250 3.637
C 0.513 5.498 2.395
C 0.942 4.656 1.188
C -0.032 -1.595 -1.923
C 0.420 -2.564 -1.038
C 1.387 -2.265 -0.091
C 1.948 -0.993 -0.035
O 2.887 -0.582 0.849
C 3.248 -1.442 1.917
C 4.276 -0.715 2.766
C 1.529 -0.036 -0.963
C 0.550 -0.327 -1.882
H 0.519 -3.795 -3.806
H 1.400 -2.749 -4.921
H 0.660 -4.242 -5.504
H -1.608 -3.317 -5.010
H -0.737 -2.308 -6.167
H -0.073 -0.780 -4.308
H -1.842 -0.897 -4.522
H -2.499 -2.716 0.881
H -3.183 -0.139 -1.552
H -2.282 2.165 -1.397
H -0.888 -1.252 1.890
H 2.698 3.136 2.672
H 2.031 1.855 3.707
H 1.857 3.742 5.075
H 0.234 3.580 4.408
H 1.045 5.933 4.426
H 2.409 5.479 3.408
H 0.596 6.552 2.125
H -0.537 5.297 2.617
H 0.563 5.114 0.274
H 2.032 4.623 1.129
H 0.014 -3.563 -1.077
H 1.696 -3.037 0.595
H 3.674 -2.375 1.523
H 2.358 -1.673 2.517
H 3.836 0.187 3.181
H 4.602 -1.357 3.579
H 5.135 -0.440 2.160
H 1.974 0.946 -0.927
H 0.212 0.447 -2.553

=====

Most stable structure - arrangement P; separation to the second - 76.9 kJ/mol.